[1]
Computed, not measured: C37H34CaN5S2 as an isolated structure, with wB97M-V/def2-TZVPD.

Total charge: -1
Highest occupied orbital energy: -0.151 Ha
HOMO-LUMO gap: 0.23350 Ha
ΔE to the lowest compared entry with this formula, charge and spin: 0.0 kcal/mol
Spin multiplicity: 1
Lowest unoccupied orbital energy: 2.246 eV

Atoms and positions in Å:
1 Ca -0.268 0.287 -0.299
2 C -0.501 -1.760 2.611
3 N -0.226 -2.223 1.245
4 C 1.147 -2.767 1.194
5 C 1.726 -2.854 -0.201
6 N 2.233 -1.568 -0.710
7 C 2.354 -1.645 -2.168
8 C 3.485 -1.239 -0.057
9 C 4.657 -1.856 -0.499
10 C 5.888 -1.601 0.080
11 C 5.948 -0.708 1.145
12 C 4.792 -0.100 1.598
13 C 3.526 -0.340 1.027
14 S 2.125 0.507 1.649
15 C -1.180 -3.219 0.791
16 C -1.619 -4.187 1.696
17 C -2.517 -5.179 1.339
18 C -2.979 -5.214 0.029
19 C -2.542 -4.267 -0.880
20 C -1.636 -3.242 -0.544
21 S -1.212 -2.058 -1.767
22 H -0.219 -2.498 3.375
23 H -1.564 -1.546 2.719
24 H 0.085 -0.860 2.797
25 H 1.148 -3.775 1.636
26 H 1.776 -2.129 1.815
27 H 0.973 -3.215 -0.900
28 H 2.547 -3.588 -0.182
29 H 2.913 -2.529 -2.509
30 H 2.860 -0.756 -2.542
31 H 1.353 -1.707 -2.596
32 H 4.601 -2.559 -1.321
33 H 6.779 -2.093 -0.290
34 H 6.897 -0.483 1.619
35 H 4.834 0.603 2.422
36 H -1.246 -4.161 2.712
37 H -2.845 -5.909 2.070
38 H -3.682 -5.978 -0.284
39 H -2.907 -4.284 -1.900
40 C 0.178 4.128 2.388
41 C -0.949 4.184 3.183
42 C -1.927 3.215 3.033
43 C -1.742 2.213 2.092
44 N -0.631 2.130 1.357
45 C 0.300 3.077 1.494
46 C -2.798 1.183 1.807
47 C -4.053 1.250 2.393
48 C -5.010 0.310 2.049
49 C -4.693 -0.655 1.116
50 C -3.417 -0.653 0.572
51 N -2.480 0.234 0.920
52 H 0.963 4.867 2.462
53 H -1.075 4.975 3.912
54 H -2.819 3.250 3.641
55 H 1.178 2.964 0.873
56 H -4.294 2.032 3.099
57 H -5.994 0.347 2.500
58 H -5.408 -1.402 0.801
59 H -3.124 -1.371 -0.184
60 C 3.487 2.281 -2.618
61 C 2.887 2.909 -3.698
62 C 1.515 3.059 -3.714
63 C 0.743 2.575 -2.653
64 N 1.332 1.921 -1.634
65 C 2.663 1.798 -1.618
66 C -0.741 2.752 -2.595
67 C -1.311 3.789 -3.342
68 C -2.682 3.985 -3.334
69 C -3.472 3.126 -2.577
70 C -2.875 2.114 -1.831
71 C -1.486 1.875 -1.779
72 H 4.558 2.144 -2.552
73 H 3.483 3.278 -4.525
74 H 1.031 3.531 -4.557
75 H 3.072 1.289 -0.755
76 H -0.691 4.471 -3.916
77 H -3.124 4.795 -3.902
78 H -4.550 3.252 -2.567
79 H -3.551 1.478 -1.258


[2]
Computed, not measured: C37H34CdCl3N4P2S5 as an isolated structure, with wB97M-V/def2-TZVPD.

Total charge: -1
Highest occupied orbital energy: -0.156 Ha
HOMO-LUMO gap: 0.23454 Ha
ΔE to the lowest compared entry with this formula, charge and spin: 20.4 kcal/mol
Spin multiplicity: 1
Lowest unoccupied orbital energy: 2.141 eV

Atoms and positions in Å:
1 Cd 0.094 -0.206 -0.211
2 C -1.631 -4.447 -4.037
3 S -0.027 -4.462 -3.206
4 C -0.121 -2.857 -2.386
5 S 0.162 -2.831 -0.709
6 N -0.453 -1.892 -3.189
7 N -0.470 -0.638 -2.589
8 C -1.249 0.168 -3.183
9 C -1.374 1.575 -2.779
10 C -2.151 2.422 -3.554
11 C -2.266 3.750 -3.180
12 C -1.591 4.173 -2.051
13 C -0.842 3.247 -1.331
14 N -0.736 1.970 -1.677
15 H -1.668 -5.322 -4.686
16 H -1.728 -3.547 -4.637
17 H -2.437 -4.502 -3.306
18 H -1.836 -0.179 -4.033
19 H -2.656 2.034 -4.429
20 H -2.876 4.434 -3.757
21 H -1.650 5.197 -1.706
22 H -0.330 3.531 -0.422
23 S -3.172 0.590 0.025
24 P -2.336 -0.416 1.539
25 C -0.669 -0.231 1.898
26 P -0.097 1.237 2.583
27 S 1.019 2.449 1.442
28 C 0.986 0.766 3.998
29 C 1.139 -0.574 4.319
30 C 2.004 -0.970 5.337
31 C 2.713 -0.019 6.051
32 C 2.560 1.331 5.741
33 C 1.711 1.718 4.717
34 C -1.384 2.263 3.388
35 C -2.221 3.013 2.560
36 C -3.254 3.762 3.097
37 C -3.458 3.788 4.472
38 C -2.622 3.058 5.303
39 C -1.594 2.296 4.762
40 C -3.388 -0.261 3.050
41 C -4.739 0.059 2.961
42 C -5.542 0.053 4.094
43 C -5.003 -0.276 5.332
44 C -3.655 -0.594 5.429
45 C -2.856 -0.584 4.295
46 C -2.584 -2.218 1.250
47 C -1.932 -3.142 2.063
48 C -2.116 -4.502 1.872
49 C -2.955 -4.955 0.860
50 C -3.612 -4.040 0.052
51 C -3.428 -2.676 0.249
52 H 0.571 -1.291 3.739
53 H 2.126 -2.023 5.563
54 H 3.388 -0.322 6.842
55 H 3.116 2.079 6.293
56 H 1.616 2.765 4.453
57 H -2.070 2.986 1.487
58 H -3.912 4.317 2.439
59 H -4.269 4.371 4.892
60 H -2.780 3.066 6.375
61 H -0.966 1.707 5.419
62 H -5.147 0.328 1.993
63 H -6.591 0.308 4.010
64 H -5.629 -0.281 6.215
65 H -3.221 -0.838 6.392
66 H -1.800 -0.826 4.371
67 H -1.249 -2.782 2.825
68 H -1.589 -5.211 2.499
69 H -3.089 -6.018 0.700
70 H -4.261 -4.386 -0.744
71 H -3.916 -1.951 -0.391
72 C 2.044 -3.569 2.267
73 S 3.059 -2.295 1.502
74 C 3.705 -3.267 0.132
75 H 2.665 -4.371 2.669
76 H 1.330 -3.970 1.546
77 H 1.492 -3.103 3.080
78 H 2.899 -3.535 -0.551
79 H 4.203 -4.167 0.498
80 H 4.436 -2.653 -0.393
81 Cl 5.485 2.277 -1.289
82 C 4.775 1.211 -0.051
83 Cl 4.542 2.071 1.449
84 Cl 5.813 -0.199 0.197
85 C 3.476 0.742 -0.568
86 N 2.496 0.357 -1.014


[3]
Computed, not measured: C37H34N11OP2STl as an isolated structure, with wB97M-V/def2-TZVPD.

Total charge: -2
Highest occupied orbital energy: -0.082 Ha
HOMO-LUMO gap: 0.23253 Ha
ΔE to the lowest compared entry with this formula, charge and spin: 0.0 kcal/mol
Spin multiplicity: 1
Lowest unoccupied orbital energy: 4.100 eV

Atoms and positions in Å:
1 Tl -1.429 -0.261 -0.142
2 N 1.723 -2.618 -0.119
3 P 0.994 -1.963 -1.482
4 C 0.690 -3.473 -2.498
5 C 0.685 -3.444 -3.895
6 C 0.422 -4.593 -4.626
7 C 0.139 -5.791 -3.980
8 C 0.112 -5.826 -2.593
9 C 0.383 -4.675 -1.862
10 C 2.397 -1.212 -2.430
11 C 2.441 0.176 -2.522
12 C 3.530 0.819 -3.094
13 C 4.594 0.078 -3.587
14 C 4.562 -1.310 -3.503
15 C 3.472 -1.946 -2.928
16 P 1.599 -1.582 1.519
17 C 3.239 -0.811 1.171
18 C 4.428 -1.519 1.011
19 C 5.603 -0.875 0.648
20 C 5.611 0.496 0.425
21 C 4.431 1.213 0.568
22 C 3.260 0.565 0.937
23 C 1.945 -3.147 2.464
24 C 2.950 -3.255 3.424
25 C 3.137 -4.428 4.145
26 C 2.301 -5.516 3.936
27 C 1.283 -5.420 2.996
28 C 1.117 -4.251 2.264
29 H 2.473 -3.286 -0.290
30 H 0.863 -2.506 -4.406
31 H 0.425 -4.548 -5.709
32 H -0.057 -6.690 -4.554
33 H -0.120 -6.750 -2.075
34 H 0.377 -4.704 -0.779
35 H 1.602 0.753 -2.144
36 H 3.548 1.901 -3.156
37 H 5.444 0.577 -4.039
38 H 5.392 -1.896 -3.883
39 H 3.458 -3.029 -2.861
40 H 4.434 -2.594 1.154
41 H 6.515 -1.448 0.520
42 H 6.524 0.995 0.120
43 H 4.418 2.279 0.372
44 H 2.330 1.119 1.026
45 H 3.588 -2.401 3.618
46 H 3.930 -4.487 4.882
47 H 2.441 -6.430 4.502
48 H 0.615 -6.259 2.831
49 H 0.334 -4.180 1.520
50 N -2.560 2.276 -3.222
51 C -2.736 2.753 -1.934
52 N -3.285 3.941 -1.695
53 N -3.324 4.016 -0.350
54 N -2.825 2.939 0.169
55 N -2.428 2.106 -0.819
56 C -1.760 1.201 -3.593
57 N -1.435 0.994 -4.862
58 N -0.700 -0.139 -4.829
59 N -0.600 -0.567 -3.615
60 N -1.268 0.268 -2.782
61 H -2.710 2.955 -3.946
62 O 0.027 1.576 1.223
63 S 0.097 2.679 2.232
64 C 0.007 4.257 1.354
65 C -0.768 5.169 2.290
66 C -2.006 4.367 2.711
67 C -1.569 2.914 2.943
68 H -0.540 4.054 0.433
69 H 1.022 4.590 1.138
70 H -1.045 6.101 1.795
71 H -0.154 5.422 3.161
72 H -2.727 4.383 1.894
73 H -2.474 4.792 3.601
74 H -2.198 2.208 2.400
75 H -1.502 2.636 3.994
76 N 0.185 1.967 7.933
77 C 0.466 1.429 6.954
78 C 0.818 0.753 5.734
79 C 2.061 0.966 5.144
80 C 2.397 0.297 3.975
81 C 1.532 -0.606 3.350
82 C 0.283 -0.783 3.968
83 C -0.080 -0.137 5.132
84 H 2.755 1.659 5.607
85 H 3.374 0.488 3.541
86 H -0.434 -1.451 3.491
87 H -1.053 -0.294 5.584


[4]
Computed, not measured: C37H34N3O2OsS3 as an isolated structure, with wB97M-V/def2-TZVPD.

Total charge: +3
Highest occupied orbital energy (spin up / spin down): -0.565 / -0.582 Ha
⟨S²⟩: 6.041
HOMO-LUMO gap (spin up / spin down): 0.23719 / 0.21629 Ha
Spin multiplicity: 5
Lowest unoccupied orbital energy (spin up / spin down): -8.917 / -9.946 eV

Atoms and positions in Å:
1 Os 0.264 -0.142 0.153
2 C 1.591 2.321 -3.199
3 C 0.442 3.024 -3.515
4 C -0.711 2.803 -2.773
5 C -0.684 1.888 -1.742
6 N 0.448 1.203 -1.435
7 C 1.560 1.421 -2.149
8 C -1.836 1.580 -0.876
9 C -3.092 2.151 -0.957
10 C -4.059 1.774 -0.036
11 C -3.764 0.837 0.946
12 C -2.500 0.282 0.980
13 N -1.571 0.663 0.078
14 C -2.023 -0.741 1.932
15 C -2.846 -1.392 2.827
16 C -2.303 -2.371 3.652
17 C -0.958 -2.674 3.540
18 C -0.192 -1.993 2.611
19 N -0.704 -1.036 1.831
20 H 2.509 2.463 -3.750
21 H 0.439 3.741 -4.324
22 H -1.616 3.348 -3.001
23 H 2.431 0.853 -1.859
24 H -3.317 2.888 -1.714
25 H -5.043 2.219 -0.077
26 H -4.512 0.551 1.671
27 H -3.899 -1.158 2.877
28 H -2.930 -2.893 4.362
29 H -0.498 -3.434 4.156
30 H 0.855 -2.219 2.471
31 O 2.310 -0.176 0.253
32 S 3.702 0.298 0.764
33 C 4.620 -1.290 0.855
34 C 3.722 -2.525 0.754
35 C 3.456 -2.953 -0.693
36 C 2.444 -4.096 -0.812
37 S 0.709 -3.538 -0.956
38 O 0.751 -2.169 -0.246
39 C 0.584 -3.211 -2.689
40 C 0.017 -4.209 -3.470
41 C -0.068 -4.014 -4.840
42 C 0.389 -2.830 -5.405
43 C 0.936 -1.834 -4.606
44 C 1.040 -2.022 -3.237
45 C 3.558 0.780 2.452
46 C 2.581 0.277 3.298
47 C 2.571 0.693 4.619
48 C 3.534 1.584 5.078
49 C 4.503 2.081 4.216
50 C 4.513 1.693 2.885
51 H 5.160 -1.232 1.799
52 H 5.346 -1.253 0.042
53 H 2.785 -2.339 1.279
54 H 4.221 -3.339 1.283
55 H 4.397 -3.288 -1.135
56 H 3.119 -2.105 -1.291
57 H 2.478 -4.767 0.046
58 H 2.602 -4.693 -1.711
59 H -0.359 -5.120 -3.023
60 H -0.502 -4.782 -5.464
61 H 0.314 -2.683 -6.473
62 H 1.291 -0.917 -5.057
63 H 1.471 -1.261 -2.603
64 H 1.841 -0.419 2.933
65 H 1.818 0.317 5.298
66 H 3.526 1.900 6.111
67 H 5.243 2.783 4.574
68 H 5.252 2.097 2.204
69 S -2.476 -2.181 -1.268
70 C -3.837 -2.869 -0.520
71 C -3.718 -4.052 0.252
72 C -4.823 -4.606 0.857
73 C -6.073 -4.001 0.707
74 C -6.217 -2.839 -0.052
75 C -5.117 -2.279 -0.663
76 H -2.744 -4.517 0.339
77 H -4.732 -5.518 1.429
78 H -6.942 -4.448 1.170
79 H -7.195 -2.396 -0.177
80 H -5.214 -1.398 -1.283


[5]
Computed, not measured: C37H35As2N4O2PtS as an isolated structure, with wB97M-V/def2-TZVPD.

Total charge: -1
Highest occupied orbital energy: -0.134 Ha
HOMO-LUMO gap: 0.22984 Ha
ΔE to the lowest compared entry with this formula, charge and spin: 20.1 kcal/mol
Spin multiplicity: 1
Lowest unoccupied orbital energy: 2.598 eV

Atoms and positions in Å:
1 Pt 1.802 -1.044 2.284
2 C -0.524 1.576 1.695
3 C 0.773 2.167 2.233
4 As 2.476 1.372 1.694
5 C 3.509 3.128 1.699
6 C 3.047 4.347 1.204
7 C 3.848 5.482 1.224
8 C 5.133 5.418 1.746
9 C 5.606 4.215 2.249
10 C 4.796 3.086 2.224
11 C 2.772 1.001 -0.190
12 C 3.249 -0.255 -0.552
13 C 3.442 -0.558 -1.892
14 C 3.126 0.372 -2.874
15 C 2.646 1.622 -2.512
16 C 2.490 1.944 -1.170
17 As -1.041 2.281 -0.074
18 C -2.986 2.370 0.189
19 C -3.715 3.211 -0.649
20 C -5.100 3.276 -0.566
21 C -5.775 2.505 0.369
22 C -5.057 1.677 1.222
23 C -3.673 1.612 1.135
24 C -1.069 0.699 -1.229
25 C -0.345 -0.454 -0.953
26 C -0.367 -1.524 -1.840
27 C -1.114 -1.454 -3.005
28 C -1.838 -0.303 -3.289
29 C -1.810 0.768 -2.409
30 H -1.326 1.901 2.360
31 H -0.495 0.484 1.741
32 H 0.820 1.992 3.311
33 H 0.833 3.243 2.071
34 H 2.047 4.430 0.788
35 H 3.467 6.418 0.832
36 H 5.758 6.302 1.764
37 H 6.605 4.155 2.663
38 H 5.166 2.149 2.628
39 H 3.399 -1.009 0.215
40 H 3.805 -1.540 -2.170
41 H 3.241 0.119 -3.921
42 H 2.385 2.348 -3.272
43 H 2.125 2.927 -0.902
44 H -3.193 3.825 -1.374
45 H -5.650 3.933 -1.229
46 H -6.855 2.550 0.436
47 H -5.573 1.067 1.953
48 H -3.140 0.953 1.809
49 H 0.230 -0.555 -0.036
50 H 0.201 -2.416 -1.604
51 H -1.135 -2.294 -3.689
52 H -2.425 -0.238 -4.198
53 H -2.384 1.660 -2.640
54 N -4.714 -2.968 -2.621
55 C -3.849 -2.892 -1.518
56 C -3.640 -4.009 -0.706
57 C -2.806 -3.933 0.395
58 C -2.181 -2.735 0.704
59 C -2.405 -1.618 -0.082
60 C -3.229 -1.690 -1.191
61 S -1.135 -2.578 2.131
62 O -1.392 -3.721 2.970
63 O -1.411 -1.261 2.650
64 N 0.415 -2.539 1.620
65 C 0.915 -3.591 0.917
66 N 0.101 -4.586 0.509
67 C 0.617 -5.516 -0.273
68 C 1.943 -5.524 -0.672
69 C 2.716 -4.496 -0.148
70 N 2.240 -3.548 0.635
71 H -4.776 -3.890 -3.024
72 H -4.520 -2.277 -3.330
73 H -4.137 -4.943 -0.949
74 H -2.622 -4.793 1.022
75 H -1.919 -0.688 0.169
76 H -3.385 -0.808 -1.804
77 H -0.068 -6.297 -0.596
78 H 2.353 -6.287 -1.318
79 H 3.781 -4.440 -0.365
80 C 3.308 0.202 2.891
81 H 3.285 0.572 3.917
82 H 4.311 -0.083 2.568


For each record above, in turn, the calculated max |F| values are 0.0219, 0.0165, 0.0093, 0.0109, 0.0274 hartree/bohr.
For each record above, in turn, the calculated calculated total energy values are -86485.7012, -159769.3039, -91466.1317, -82433.3717, -184750.5166 eV.